Record 1
C32H90As4F27N9O15 | ωB97M-V/def2-TZVPD

Properties
E: -14534.14792 a.u.
charge: 0
frontier orbital gap: 0.099 Eh
molecular weight: 1653.8 g/mol

Geometry (Å):
C -4.2414 5.8407 2.1442
C -3.5310 6.5549 1.0105
C -2.2898 5.8935 0.4457
O -2.1024 6.5813 -0.7846
C -0.8779 6.3945 -1.4519
N -4.4711 6.6455 -0.1455
H -5.0118 5.7724 -0.2201
H -5.1415 7.3990 0.0096
H -3.9834 6.8176 -1.0344
H -3.4905 5.4677 2.8409
H -4.7467 4.9336 1.7902
H -5.0069 6.4624 2.6011
H -3.2762 7.5823 1.2788
H -2.5147 4.8133 0.3610
H -1.4115 5.9945 1.0940
H -0.0311 6.6764 -0.8433
H -0.8917 6.9780 -2.3772
H -0.7644 5.3746 -1.8408
C -6.9980 2.8606 -5.6065
C -5.8235 3.5258 -6.2815
C -4.5590 2.7105 -6.3311
O -3.4813 3.5704 -6.5041
C -2.9765 4.0101 -5.2555
N -6.2217 3.9183 -7.6934
H -7.0735 4.4810 -7.7125
H -5.4419 4.3874 -8.1772
H -6.3709 3.0577 -8.2383
H -7.8824 3.5010 -5.6577
H -6.7968 2.7383 -4.5441
H -7.1728 1.8936 -6.0831
H -5.6049 4.4874 -5.8179
H -4.5522 2.0116 -7.1773
H -4.4711 2.1212 -5.4121
H -2.2482 4.8112 -5.3166
H -2.4457 3.1787 -4.7757
H -3.7830 4.2822 -4.5640
C -1.1246 1.9736 -2.1948
C -1.3557 0.8745 -1.1838
C -0.0890 0.1286 -0.9150
O -0.2007 -0.6115 0.2718
C 1.0262 -0.5718 0.9852
N -1.7994 1.4819 0.1103
H -2.6924 1.9506 -0.1387
H -1.9172 0.7763 0.8487
H -1.0609 2.0798 0.5653
H -1.9774 2.6525 -2.1190
H -1.0448 1.5492 -3.1917
H -0.2088 2.5080 -1.9510
H -2.2154 0.2387 -1.4125
H 0.7326 0.8462 -0.8816
H 0.1148 -0.5359 -1.7694
H 1.7154 -1.3705 0.6734
H 0.8299 -0.6654 2.0476
H 1.5868 0.3639 0.8975
C 2.7423 -1.4721 -2.2343
C 3.9527 -0.5939 -2.3869
C 3.9249 0.5892 -1.4765
O 5.1744 1.2238 -1.5571
C 5.1502 2.5242 -0.9807
N 5.1633 -1.4672 -2.1604
H 5.4427 -1.7984 -1.1966
H 5.0674 -2.3255 -2.7013
H 6.0518 -1.0287 -2.4503
H 2.8307 -2.4412 -2.7516
H 1.8784 -0.9954 -2.6851
H 2.5791 -1.7328 -1.1934
H 4.0022 -0.2476 -3.4173
H 3.6690 0.4423 -0.4187
H 3.2384 1.3427 -1.8915
H 6.0985 2.9826 -1.2157
H 4.8143 2.4778 0.0589
H 4.3578 3.1158 -1.4753
C 1.7874 -6.9740 -4.1345
C 1.5344 -5.7938 -3.2335
C 0.2634 -5.7950 -2.4287
O 0.2941 -4.8244 -1.3949
C -0.0202 -3.4857 -1.7976
N 2.6947 -5.6017 -2.3228
H 2.4844 -4.9438 -1.5199
H 3.0189 -6.4795 -1.9032
H 3.4992 -5.1720 -2.7824
H 2.7235 -6.9012 -4.6873
H 0.9721 -7.1046 -4.8412
H 1.8765 -7.8816 -3.5254
H 1.5744 -4.8808 -3.8385
H 0.1500 -6.7715 -1.9235
H -0.6807 -5.7625 -2.9876
H 0.5564 -2.8052 -1.1744
H -1.0740 -3.2863 -1.5868
H 0.1656 -3.2745 -2.8538
C -1.5487 -4.0734 2.5663
C -2.2039 -2.7321 2.3498
C -2.9823 -2.7342 1.0689
O -3.6388 -1.4900 1.0267
C -4.7698 -1.4455 0.2343
N -3.0859 -2.2683 3.4261
H -2.6109 -1.7068 4.1576
H -3.7223 -1.5266 3.0776
H -3.6212 -2.9830 3.9216
H -0.9537 -4.1520 3.4735
H -0.9212 -4.3012 1.7022
H -2.2981 -4.8770 2.6090
H -1.4034 -1.9953 2.2768
H -3.7165 -3.5511 1.0041
H -2.2836 -2.8202 0.2301
H -5.2395 -0.4672 0.2888
H -5.5349 -2.1650 0.5684
H -4.5750 -1.6925 -0.8193
C 2.7438 -4.4883 2.4993
C 3.8871 -4.5201 3.4811
C 3.5368 -3.9577 4.8247
O 4.7245 -3.9662 5.5842
C 4.4840 -3.7717 6.9570
N 4.4530 -5.9038 3.6217
H 4.5688 -6.3710 2.7215
H 5.3182 -5.9793 4.1807
H 3.8341 -6.4667 4.2321
H 1.8543 -4.9739 2.9209
H 2.9541 -4.9022 1.5150
H 2.4524 -3.4459 2.3665
H 4.7102 -3.9476 3.0452
H 2.7264 -4.5597 5.2602
H 3.2861 -2.9086 4.6498
H 5.4101 -3.5980 7.4976
H 3.9604 -4.6352 7.3988
H 3.8467 -2.9110 7.1981
N 4.6216 -4.1854 -0.0789
O 4.7848 -5.4453 0.0100
O 5.5419 -3.3843 0.1532
O 3.4964 -3.7337 -0.4789
N 0.8035 3.0907 1.6455
O 1.3726 4.0131 2.1927
O 1.2698 2.5753 0.5716
O -0.2601 2.6026 2.1614
As 0.3733 -1.3681 5.3157
F -0.6968 -0.5904 4.1892
F 1.6299 -0.3239 4.8654
F 1.4213 -2.2257 6.3901
F -0.9462 -2.4099 5.8139
F 0.7723 -2.5327 4.0598
F -0.1158 -0.3314 6.5620
As -4.9686 1.6058 3.6816
F -3.6529 1.6461 2.5485
F -4.1787 2.7782 4.6173
F -6.2912 1.5739 4.7670
F -5.7311 0.3824 2.7020
F -4.1806 0.2932 4.5398
F -5.8295 2.8395 2.8334
As 1.8943 2.1984 -4.8585
F 3.5032 1.7037 -4.4364
F 1.9887 1.1928 -6.2616
F 0.2672 2.6235 -5.2831
F 1.8024 3.1821 -3.4493
F 2.4912 3.4865 -5.7951
F 1.2981 0.8676 -3.8773
As -5.5120 3.1477 -1.5289
F -4.1451 2.8556 -0.4771
F -4.6160 4.4628 -2.2497
F -6.8330 3.5152 -2.5795
F -6.3166 1.8400 -0.8372
F -6.1411 4.2624 -0.3723
F -4.8525 2.0698 -2.7197
C 6.5146 0.3153 5.0665
O 5.9362 -0.4789 3.9752
O 7.6617 -0.0802 5.3671
C 6.4435 1.8581 4.7302
F 5.8443 2.2312 3.5605
F 5.7738 2.5285 5.7111
F 7.6699 2.4002 4.6841
C 4.6085 -0.3119 3.6644
C 4.3541 -1.0790 2.3754
H 4.8642 -0.6252 1.5225
H 4.7105 -2.1040 2.5106
H 3.2740 -1.0814 2.1933
H 4.2656 0.7109 3.4822
H 3.9360 -0.7145 4.4404
H 5.8472 0.1854 5.9609


Record 2
C32H90N6O14 | ωB97M-V/def2-TZVPD

Properties
SMILES: COC[C@H](C)N.COC[C@H](C)N.COC[C@H](C)N.COC[C@H](C)N.COC[C@H](C)N.COC[C@H](C)N.OCCO.OCCO.OCCO.OCCO
E: -2654.82166 a.u.
relative energy (zero: lowest compared OMol25 entry of this formula, charge and spin): 56.8 kcal/mol
charge: 0
frontier orbital gap: 0.341 Eh
molecular weight: 783.1 g/mol

Geometry (Å):
C 2.3185 0.5235 4.0385
O 2.0839 -0.2437 5.2575
C 0.6602 -0.5142 5.4496
C 0.2803 -0.5251 6.9816
C 0.6858 -1.7309 7.7596
N -1.1680 -0.5105 7.0824
H 2.0958 -0.1317 3.1963
H 3.3533 0.8435 3.9165
H 1.8303 1.4955 3.9685
H -0.0048 0.1782 4.9334
H 0.3580 -1.4671 5.0152
H 0.7670 0.2805 7.5313
H 0.3367 -1.5548 8.7770
H 1.7438 -1.9657 7.8768
H 0.2794 -2.6596 7.3590
H -1.4679 0.2902 6.5448
H -1.5525 -1.2757 6.5470
C 3.6506 -0.6243 -1.6313
O 4.5040 -1.7046 -2.0833
C 4.5020 -2.8089 -1.1587
C 5.3905 -4.0524 -1.6762
C 4.7754 -4.6894 -2.9089
N 5.5394 -5.0319 -0.6619
H 2.6776 -1.0031 -1.3185
H 3.5712 0.1163 -2.4271
H 4.1249 -0.2093 -0.7420
H 4.9335 -2.4366 -0.2296
H 3.5086 -3.1824 -0.9101
H 6.4429 -3.8225 -1.8426
H 5.3201 -5.5088 -3.3778
H 4.6073 -3.9585 -3.6999
H 3.7859 -5.0562 -2.6360
H 4.6240 -5.0818 -0.2379
H 5.7799 -5.9590 -0.9826
C 1.6287 -1.7798 -4.1540
O 1.6943 -2.4282 -5.4393
C 2.8803 -3.1759 -5.5616
C 3.1178 -3.8077 -6.9377
C 2.0674 -4.8682 -7.3819
N 4.4024 -4.4889 -6.8965
H 0.6002 -1.7030 -3.8013
H 2.1531 -0.8424 -4.3399
H 2.1138 -2.3901 -3.3923
H 3.7739 -2.6168 -5.2841
H 2.8415 -3.9426 -4.7878
H 3.1796 -2.9376 -7.5912
H 1.0831 -4.4583 -7.1553
H 2.1922 -5.6963 -6.6842
H 2.2778 -5.2262 -8.3897
H 4.5901 -4.7147 -7.8629
H 5.0726 -3.7528 -6.7257
C -2.8287 -3.4001 6.2037
O -2.2615 -2.6193 5.1541
C -3.2362 -1.9795 4.3385
C -2.5296 -1.2044 3.2812
C -3.4872 -0.5306 2.2528
N -1.5377 -1.9859 2.5939
H -2.0692 -3.9289 6.7795
H -3.5815 -4.1283 5.9019
H -3.4817 -2.8531 6.8839
H -3.9948 -2.6412 3.9204
H -3.8796 -1.3431 4.9461
H -2.0196 -0.3075 3.6327
H -4.3338 -0.0185 2.7100
H -3.9303 -1.2129 1.5273
H -2.9937 0.2073 1.6204
H -1.8689 -2.6111 1.8730
H -1.1831 -2.6624 3.2548
C -4.0077 2.9260 0.3885
O -5.0109 3.3654 -0.4994
C -6.3764 3.0095 -0.1988
C -6.7848 1.6396 -0.7387
C -8.3343 1.3563 -0.9369
N -6.2246 0.5987 0.1148
H -3.8183 1.8860 0.1230
H -4.2532 2.8309 1.4462
H -3.0834 3.5029 0.3569
H -6.6450 3.1445 0.8489
H -7.0110 3.7418 -0.6981
H -6.3038 1.5769 -1.7148
H -8.8398 2.1475 -1.4906
H -8.7743 1.3168 0.0595
H -8.4489 0.4178 -1.4794
H -5.2636 0.8196 0.3335
H -6.7344 0.5497 0.9853
C 4.8502 7.2981 -0.3071
O 4.5051 6.1917 -1.1479
C 3.5015 5.2825 -0.6334
C 4.1959 3.9872 -0.2414
C 3.4564 2.8864 0.5178
N 5.3191 4.2074 0.6549
H 5.4381 7.0322 0.5714
H 3.9188 7.7936 -0.0333
H 5.5028 8.0207 -0.7971
H 2.9836 5.7743 0.1900
H 2.7585 5.1326 -1.4167
H 4.6148 3.6139 -1.1759
H 2.8022 2.3405 -0.1621
H 2.8450 3.2765 1.3315
H 4.1141 2.1327 0.9508
H 5.9793 3.4683 0.4598
H 5.7744 4.9693 0.1728
O -2.5630 -2.5102 -2.0025
C -3.4013 -1.8536 -2.9736
C -4.2623 -0.8507 -2.2267
O -5.0016 -1.5730 -1.1984
H -3.0986 -2.8747 -1.2941
H -2.7687 -1.4582 -3.7683
H -3.9840 -2.5937 -3.5220
H -5.0677 -0.4542 -2.8449
H -3.7990 -0.0157 -1.7011
H -5.5907 -0.9481 -0.7693
O -0.4339 5.1849 3.8907
C -0.7696 5.0068 2.5411
C -0.4178 3.6127 1.9868
O -1.2508 2.5648 2.6106
H 0.5034 5.0430 4.0420
H -1.8396 5.1660 2.4080
H -0.2721 5.6638 1.8278
H 0.6525 3.4306 2.0839
H -0.5977 3.6224 0.9118
H -0.8102 1.7522 2.3516
O 1.1328 1.2143 -2.9833
C 0.3351 1.3587 -4.1010
C -0.9185 2.2014 -3.7471
O -1.8816 1.4026 -3.1567
H 0.5425 0.6811 -2.4458
H 0.8990 1.8964 -4.8632
H 0.1723 0.3743 -4.5398
H -1.4928 2.5229 -4.6160
H -0.6919 3.0432 -3.0928
H -2.3682 0.9851 -3.8712
O -0.0943 0.2467 1.8767
C 0.2366 -0.0510 0.5394
C -0.9551 -0.4169 -0.3218
O -0.4488 -0.6601 -1.6412
H -0.5508 -0.5162 2.2390
H 0.9340 0.6362 0.0602
H 0.7944 -0.9824 0.6368
H -1.7362 0.3431 -0.3050
H -1.4441 -1.2951 0.0999
H -1.1262 -1.1067 -2.1543


Record 3
C32H90O20 | ωB97M-V/def2-TZVPD

Properties
E: -2777.89590 a.u.
relative energy (zero: lowest compared OMol25 entry of this formula, charge and spin): 19.8 kcal/mol
charge: 0
frontier orbital gap: 0.373 Eh
molecular weight: 795.1 g/mol

Geometry (Å):
C 2.4625 3.4286 -0.9824
C 2.2156 4.4791 0.0778
O 3.0955 4.4486 1.1999
O 2.4319 2.1317 -0.4517
H 3.4540 3.6230 -1.3702
H 1.6760 3.4980 -1.7257
H 1.2245 4.2842 0.5407
H 2.1307 5.4873 -0.3621
H 3.9664 4.6546 0.8440
H 2.9197 2.0597 0.3872
C 1.0852 -2.1437 -3.6011
C 0.7909 -0.8509 -4.3084
O 0.1374 0.0270 -3.3087
O 1.9921 -2.0223 -2.5305
H 1.4880 -2.8616 -4.3179
H 0.1413 -2.5783 -3.2258
H 0.0807 -0.8580 -5.1296
H 1.7065 -0.3537 -4.6738
H 0.5322 -0.0480 -2.3849
H 1.5163 -1.6378 -1.7377
C -5.0880 0.2351 -0.3944
C -4.2356 -0.8295 0.1998
O -5.0914 -1.7939 0.8363
O -4.2544 1.3482 -0.9367
H -5.6666 0.6731 0.4371
H -5.8433 -0.1454 -1.0743
H -3.6028 -0.3231 0.9644
H -3.5659 -1.3354 -0.5257
H -4.4834 -2.4748 1.0888
H -3.6513 0.9611 -1.6050
C -3.3896 0.8066 -5.3094
C -3.3453 -0.0044 -4.0379
O -2.4659 0.4780 -3.0206
O -2.1214 0.9252 -5.9636
H -3.7402 1.8105 -5.0959
H -4.0371 0.3908 -6.0611
H -2.9788 -1.0094 -4.2963
H -4.3687 -0.1155 -3.6519
H -1.5823 0.2275 -3.3333
H -1.7842 1.8375 -5.8438
C -0.8557 3.4744 -3.2550
C 0.0661 3.1751 -4.3635
O -0.6773 3.2863 -5.6297
O -1.0749 4.9407 -3.1776
H -0.4236 3.1124 -2.3362
H -1.7999 2.9590 -3.4090
H 0.4394 2.1273 -4.3217
H 0.9249 3.8632 -4.3433
H 0.0150 3.3816 -6.2731
H -1.3903 5.3030 -4.0272
C 4.3048 0.0775 -1.5670
C 5.5372 0.9560 -1.5505
O 5.9803 1.3480 -2.8721
O 4.6825 -1.1471 -2.2010
H 3.5477 0.5444 -2.1996
H 3.8504 -0.1280 -0.5901
H 6.3351 0.3221 -1.1094
H 5.3610 1.8500 -0.8875
H 6.1724 0.5128 -3.3328
H 3.8324 -1.5548 -2.4135
C -2.8466 4.5263 -0.3680
C -2.8720 5.8735 0.3091
O -2.3531 5.8315 1.6200
O -3.7824 3.7042 0.3959
H -1.8537 4.1311 -0.2922
H -3.0863 4.6356 -1.4285
H -3.9032 6.2452 0.2639
H -2.2403 6.5942 -0.2137
H -3.1395 5.8767 2.1797
H -3.9200 2.8510 -0.0207
C -3.5214 1.9403 3.0128
C -2.8876 0.6992 3.6488
C -1.7274 1.0901 4.5482
O -3.8486 -0.0971 4.3255
H -2.8215 2.5407 2.4451
H -3.9404 2.5314 3.8195
H -4.3776 1.6365 2.4214
H -2.5738 -0.0323 2.9087
H -1.0247 1.7233 3.9714
H -1.1845 0.2488 4.9913
H -2.1324 1.6903 5.3819
H -4.3995 0.4763 4.8686
C 0.1492 -5.2713 0.1633
C -1.3385 -5.0523 -0.1744
C -1.6365 -3.6529 -0.6042
O -1.8024 -6.0301 -1.1650
H 0.3957 -4.7238 1.0576
H 0.7145 -4.8931 -0.6927
H 0.3505 -6.3384 0.2067
H -1.9735 -5.2198 0.7201
H -1.3164 -3.0154 0.2176
H -2.6982 -3.5615 -0.7624
H -1.1047 -3.3173 -1.5085
H -2.1829 -5.5104 -1.8693
C 5.0944 0.7192 3.5119
C 3.7848 0.7511 2.8593
C 2.6953 1.0823 3.8569
O 3.7438 1.7515 1.7674
H 5.2715 -0.2607 4.0011
H 5.0942 1.5612 4.1810
H 5.8379 0.8693 2.7324
H 3.4948 -0.1253 2.2649
H 2.7921 2.0556 4.3152
H 2.6299 0.3163 4.6629
H 1.7248 1.1581 3.3471
H 3.7030 2.6575 2.1192
C 5.8760 -3.8002 0.0929
C 4.7551 -3.0576 0.7947
C 3.3640 -3.5348 0.2947
O 4.7631 -3.0779 2.2208
H 5.7569 -3.6820 -0.9892
H 5.7775 -4.8745 0.3059
H 6.8339 -3.4034 0.4046
H 4.8927 -2.0072 0.4987
H 3.2739 -4.6258 0.4998
H 3.2873 -3.4291 -0.7967
H 2.5658 -3.1087 0.8581
H 5.1530 -3.8797 2.5790
C -1.7641 -2.7048 4.5254
C -2.2309 -4.1609 4.2824
C -3.5508 -4.1837 3.5432
O -1.3010 -4.9989 3.5387
H -0.7513 -2.7707 4.9378
H -2.3267 -2.2369 5.3306
H -1.8377 -2.1670 3.5794
H -2.2865 -4.7067 5.2392
H -3.8133 -5.2375 3.3407
H -3.4507 -3.7272 2.5507
H -4.3056 -3.6562 4.1170
H -0.3893 -4.7612 3.6906
C -0.0329 -0.8042 1.3730
C -0.2152 -0.1188 -0.0095
C -0.6812 1.2854 0.2250
O 1.0340 -0.1708 -0.8069
H 0.7224 -0.2614 1.9530
H 0.4299 -1.7525 1.0828
H -0.9714 -0.8876 1.9005
H -0.9382 -0.6821 -0.6222
H -0.7912 1.8222 -0.7063
H -0.0865 1.8611 0.9376
H -1.7309 1.2565 0.5703
H 1.4040 0.7451 -0.7888